Entry from the OMol25 dataset: C4H6N2O2 in the gas phase (the ωB97M-V functional and the def2-TZVPD basis).

Summary:
relative energy (zero: lowest compared OMol25 entry of this formula, charge and spin)	51.3	kcal/mol
structure (SMILES)	N#CCNCC(=O)O
HOMO-LUMO gap	10.50	eV
HOMO energy	-10.2	eV
M	114.1	g mol⁻¹

Geometry (Å):
O1 -1.189 0.812 2.286
O2 0.976 0.549 1.693
N1 0.298 -1.038 -0.397
N2 -0.986 0.179 -3.331
C1 -0.744 -0.830 0.477
C2 -0.351 0.202 1.617
C3 -0.306 0.258 -2.307
C4 0.567 0.208 -1.174
H1 1.066 1.319 2.225
H2 0.649 1.151 -0.529
H3 -1.108 -1.807 0.981
H4 -1.581 -0.228 -0.041
H5 1.563 0.195 -1.699
H6 1.146 -0.969 0.199